1.
{"formula": "C6H14NO3PS2", "method": "ωB97M-V with the def2-TZVPD basis set", "elements": ["C", "C", "C", "C", "C", "C", "N", "O", "O", "O", "P", "S", "S", "H", "H", "H", "H", "H", "H", "H", "H", "H", "H", "H", "H", "H", "H"], "coordinates": [[2.121, -0.453, 0.206], [-2.262, -0.556, 1.806], [3.882, -1.989, 0.145], [-1.515, 0.045, -2.356], [-2.590, 0.727, 1.056], [-1.698, 0.915, -0.167], [0.756, -0.309, 0.129], [2.855, 0.470, 0.427], [2.488, -1.722, 0.013], [-1.725, -0.214, -0.980], [0.090, 1.218, 0.419], [0.395, 1.929, 2.186], [1.085, 2.758, -1.622], [-2.389, -1.417, 1.155], [-2.919, -0.663, 2.665], [-1.233, -0.531, 2.163], [3.978, -3.071, 0.109], [4.254, -1.599, 1.093], [4.437, -1.527, -0.673], [-2.382, 0.556, -2.785], [-1.388, -0.923, -2.836], [-0.624, 0.660, -2.516], [-2.461, 1.591, 1.712], [-3.628, 0.703, 0.716], [-1.996, 1.818, -0.719], [0.185, -1.045, -0.269], [2.285, 2.630, -1.080]], "forces_ev_per_a": [[0.09, -0.08, -0.02], [-0.01, 0.09, -0.04], [0.32, 0.12, 0.02], [0.09, 0.09, -0.33], [0.10, -0.15, -0.03], [0.28, 0.63, 0.30], [-0.29, 0.40, -0.18], [0.48, 0.09, 0.06], [-0.39, -0.16, -0.03], [-0.17, -0.32, 0.14], [0.67, 1.07, -1.14], [-0.12, 0.02, -0.76], [-1.48, -1.45, 1.68], [-0.03, -0.12, 0.01], [-0.03, -0.07, 0.09], [-0.02, -0.09, 0.10], [0.00, 0.05, -0.01], [-0.02, -0.06, -0.08], [-0.04, -0.04, 0.06], [0.00, -0.02, 0.01], [-0.02, 0.07, -0.04], [0.00, -0.09, -0.03], [-0.05, -0.02, -0.09], [0.03, 0.08, -0.07], [0.11, -0.09, 0.05], [0.03, 0.13, 0.04], [0.47, -0.08, 0.25]], "lowdin_charge": [-0.66, -0.11, -0.04, -0.08, -0.25, -0.48, -0.06, 0.06, -0.02, -0.23, 0.41, 0.30, 0.29, 0.07, 0.08, 0.04, 0.09, 0.10, 0.10, 0.10, 0.10, 0.04, 0.09, 0.12, 0.12, 0.12, -0.30], "spin_multiplicity": 1, "e_lumo_ev": -0.942, "e_homo_ev": -8.696, "molar_mass_g_mol": 243.29}



2.
{"formula": "C3H8N2OS", "method": "ωB97M-V with the def2-TZVPD basis set", "elements": ["C", "C", "C", "H", "H", "H", "H", "H", "H", "H", "H", "N", "N", "O", "S"], "coordinates": [[-1.417, 0.530, 0.741], [-0.231, 1.089, 0.045], [2.646, -0.663, 0.264], [-2.169, -1.962, -0.378], [-1.169, -0.096, 1.680], [-1.797, 1.449, 1.236], [-0.856, 1.702, -0.816], [0.367, 1.751, 0.692], [0.680, -1.513, 0.394], [2.802, -1.670, 0.882], [2.867, 0.919, -0.627], [1.178, -0.650, 0.126], [3.551, 0.284, -0.110], [0.590, 0.242, -0.779], [-2.783, -0.356, -0.203]], "forces_ev_per_a": [[-0.20, -1.78, 2.96], [-1.92, 2.01, -4.27], [-0.01, 0.72, 0.19], [-1.16, 3.93, 0.55], [-0.21, 0.62, -1.58], [-0.67, -0.59, -0.52], [2.17, -0.76, 1.87], [-0.16, -0.35, -0.26], [0.22, 0.80, -0.87], [0.55, 2.42, -1.31], [1.38, -0.30, 0.49], [3.34, -0.20, 0.32], [-5.20, -3.21, 0.58], [-0.34, -0.66, 1.81], [2.21, -2.65, 0.05]], "lowdin_charge": [-0.62, -0.31, -0.23, 0.03, 0.09, 0.08, 0.17, 0.13, 0.13, 0.14, 0.04, -0.08, 0.04, -0.15, 0.55], "spin_multiplicity": 1, "e_lumo_ev": -0.224, "e_homo_ev": -9.295, "molar_mass_g_mol": 120.18}



3.
{"formula": "C13H27AlBCl2NNaO29PS", "method": "ωB97M-V with the def2-TZVPD basis set", "elements": ["C", "C", "O", "C", "N", "C", "O", "O", "C", "O", "O", "P", "O", "O", "O", "H", "H", "H", "H", "H", "H", "H", "H", "H", "H", "H", "H", "O", "H", "H", "O", "H", "H", "H", "O", "C", "O", "C", "C", "C", "H", "H", "H", "H", "H", "H", "H", "H", "B", "O", "C", "O", "C", "O", "O", "O", "C", "O", "C", "O", "O", "Al", "O", "H", "H", "O", "S", "O", "O", "O", "O", "Cl", "O", "O", "O", "Cl", "Na"], "coordinates": [[1.386, -1.091, 0.083], [0.971, -0.940, -1.457], [0.027, -1.973, -1.859], [0.367, 0.496, -1.866], [0.298, 1.439, -0.683], [1.502, 2.300, -0.819], [2.023, 2.765, 0.485], [3.384, 2.769, 0.348], [-0.962, 2.257, -0.589], [-1.163, 3.160, -1.496], [-1.935, 2.190, 0.493], [-2.977, 0.826, 0.480], [-2.426, -0.434, -0.192], [-4.537, 1.115, -0.152], [-3.208, 0.427, 2.141], [2.468, -0.693, 0.185], [1.377, -2.226, 0.312], [0.670, -0.619, 0.828], [1.942, -1.081, -2.074], [0.141, -2.027, -2.847], [0.955, 1.010, -2.725], [-0.699, 0.406, -2.268], [1.384, 3.187, -1.531], [2.355, 1.652, -1.256], [3.707, 1.837, 0.478], [-4.868, 0.309, -0.624], [-2.310, 0.612, 2.526], [1.720, -2.913, -3.614], [2.113, -3.150, -4.464], [2.112, -3.540, -2.993], [-4.472, 2.880, -2.625], [-4.849, 2.133, -2.097], [-3.590, 3.170, -2.256], [-5.104, 3.630, -2.693], [-0.818, 10.226, -1.004], [-1.159, 9.101, -0.714], [-1.054, 8.108, -1.616], [-1.245, 6.718, -1.314], [-2.712, 6.345, -1.389], [-1.789, 8.811, 0.620], [-0.792, 6.458, -0.355], [-0.695, 6.160, -2.076], [-3.304, 6.892, -0.651], [-2.846, 5.274, -1.215], [-3.120, 6.598, -2.372], [-2.855, 9.042, 0.572], [-1.316, 9.448, 1.371], [-1.651, 7.786, 0.959], [-1.024, -5.348, 1.471], [-0.683, -6.254, 2.594], [-0.210, -7.370, 2.060], [0.164, -8.327, 2.721], [-0.213, -7.267, 0.598], [0.157, -8.118, -0.171], [-0.692, -6.079, 0.237], [-2.447, -4.989, 1.504], [-2.516, -3.653, 1.603], [-3.542, -3.030, 1.656], [-1.161, -3.098, 1.638], [-0.871, -1.936, 1.724], [-0.268, -4.095, 1.561], [0.127, -7.509, 4.805], [1.998, -7.982, -2.630], [2.890, -8.239, -2.369], [1.521, -7.908, -1.792], [4.716, 5.677, -0.457], [5.791, 5.183, 0.412], [6.068, 3.776, 0.092], [5.374, 5.301, 1.815], [7.006, 5.979, 0.197], [3.120, -9.844, 4.911], [4.063, -8.856, 4.417], [4.592, -8.097, 5.528], [3.379, -7.957, 3.501], [5.142, -9.518, 3.725], [-2.377, 1.397, -2.152], [-2.553, -8.689, 4.808]], "forces_ev_per_a": [[0.00, -0.77, -0.56], [0.69, 0.51, -0.18], [0.96, 0.99, -0.59], [-0.51, -0.37, -0.52], [-0.64, 1.38, 0.42], [1.01, -0.14, -0.36], [-2.35, -0.93, -1.05], [2.45, -0.27, 0.08], [0.21, 3.74, -5.01], [2.83, -0.49, 6.31], [-0.36, -2.06, -0.50], [1.43, -5.07, -0.93], [-1.30, 3.09, 2.20], [1.05, 0.37, 1.22], [1.05, 2.55, -2.69], [-1.75, -0.55, 0.07], [0.26, 1.85, -0.41], [1.16, -0.41, -1.31], [-1.52, 0.14, 0.95], [-0.19, -0.18, 1.54], [-0.74, -0.88, 1.39], [2.15, -0.55, 0.72], [-0.18, -0.99, 1.05], [-1.60, 0.87, 0.78], [-0.73, 0.88, 0.04], [1.13, 0.47, 0.79], [-0.99, -0.40, -0.24], [0.54, -0.37, -0.64], [-0.09, 0.06, 0.09], [-0.24, 0.11, 0.07], [-1.76, 1.36, -0.48], [0.85, 0.06, 0.26], [0.87, -1.15, 0.13], [0.11, -0.31, 0.09], [-0.17, -0.99, -0.07], [-0.03, 0.87, 0.00], [0.35, 0.07, -0.33], [-0.12, -0.20, 0.01], [-0.33, 0.10, 0.04], [0.34, -0.23, 0.55], [-0.10, 0.06, -0.03], [0.02, 0.25, 0.05], [0.06, -0.08, 0.02], [0.18, 0.02, 0.07], [0.13, -0.01, 0.01], [0.08, -0.02, 0.00], [-0.18, 0.11, -0.21], [-0.19, -0.06, -0.09], [-0.68, 2.53, -1.45], [0.77, -1.97, 0.52], [-0.25, 0.81, 1.37], [-0.13, 0.21, 1.50], [0.04, 0.25, -3.96], [-0.08, 0.15, 1.02], [0.38, -1.16, 1.44], [0.74, -0.53, 0.31], [-3.17, 0.19, -0.14], [0.81, -0.56, 0.09], [2.34, 2.33, -0.01], [-0.56, -1.13, 0.47], [-0.44, -0.96, 0.24], [1.47, -0.41, -1.19], [0.19, 0.03, 0.22], [-0.13, 0.02, -0.09], [-0.08, -0.07, -0.17], [0.66, -0.24, -0.19], [-0.07, -0.22, 0.03], [-0.48, 0.44, 0.24], [0.62, -0.25, -0.30], [-0.70, 0.21, 0.20], [-0.57, 0.18, -0.01], [1.45, -0.39, 0.41], [-0.43, -0.07, -0.24], [-0.89, 0.36, -0.06], [-0.63, 0.27, 0.14], [-3.60, -2.31, -3.06], [-0.38, -0.16, -0.06]], "lowdin_charge": [-0.05, -0.36, -0.10, -0.16, -0.04, -0.16, -0.14, -0.10, -0.51, -0.19, -0.16, 0.59, -0.35, -0.24, -0.16, 0.08, 0.09, 0.06, 0.13, 0.08, 0.14, -0.01, 0.15, 0.14, 0.12, 0.10, 0.08, -0.05, 0.06, 0.06, 0.14, 0.12, 0.08, 0.18, 0.10, -0.53, 0.00, -0.22, -0.07, 0.00, 0.12, 0.12, 0.07, 0.05, 0.08, 0.10, 0.09, 0.07, -0.89, 0.15, -0.38, 0.01, -0.36, 0.19, 0.29, 0.23, -0.38, 0.18, -0.37, 0.16, 0.24, 1.16, -0.06, 0.04, -0.01, -0.08, 0.32, -0.09, -0.08, -0.09, -0.41, 0.62, -0.37, -0.42, -0.34, 0.48, 0.69], "spin_multiplicity": 1, "e_lumo_ev": -6.057, "e_homo_ev": -7.716, "molar_mass_g_mol": 856.07}



4.
{"formula": "C27H26FN7O4", "method": "ωB97M-V with the def2-TZVPD basis set", "elements": ["N", "C", "O", "C", "C", "N", "C", "C", "C", "C", "C", "O", "N", "C", "C", "O", "F", "C", "O", "H", "H", "H", "H", "H", "H", "N", "C", "C", "C", "C", "H", "H", "H", "H", "H", "N", "C", "C", "C", "C", "H", "H", "H", "H", "H", "N", "C", "C", "C", "C", "H", "H", "H", "H", "H", "N", "C", "C", "C", "C", "H", "H", "H", "H", "H"], "coordinates": [[0.363, -3.534, 1.425], [0.156, -2.413, 1.294], [-0.068, -1.131, 1.163], [-0.323, -0.778, -0.177], [0.725, -0.713, -1.088], [2.029, -1.028, -0.704], [0.446, -0.362, -2.423], [-0.829, -0.036, -2.834], [-1.840, -0.094, -1.890], [-1.597, -0.472, -0.580], [-2.879, -0.447, 0.172], [-3.062, -0.664, 1.329], [-3.881, -0.010, -0.753], [-5.249, -0.556, -0.767], [-5.381, -1.916, -0.106], [-5.559, -2.156, 1.033], [-5.295, -2.905, -1.040], [-3.279, 0.201, -2.031], [-3.868, 0.606, -2.990], [2.709, -0.454, -1.184], [2.166, -0.966, 0.297], [1.245, -0.346, -3.154], [-1.057, 0.237, -3.855], [-5.535, -0.643, -1.812], [-5.946, 0.112, -0.265], [5.215, -0.488, 1.432], [6.244, 0.316, 1.841], [6.003, 0.680, 3.138], [4.781, 0.067, 3.531], [4.318, -0.645, 2.457], [5.137, -0.906, 0.523], [7.058, 0.557, 1.179], [6.634, 1.309, 3.742], [4.301, 0.136, 4.493], [3.438, -1.256, 2.342], [1.706, -3.556, -2.962], [2.437, -4.649, -3.337], [1.582, -5.551, -3.911], [0.282, -4.980, -3.879], [0.391, -3.749, -3.289], [2.078, -2.744, -2.504], [3.498, -4.694, -3.161], [1.856, -6.515, -4.305], [-0.629, -5.423, -4.245], [-0.353, -3.002, -3.074], [-3.150, 3.065, -0.003], [-2.241, 4.003, -0.411], [-2.402, 5.113, 0.375], [-3.449, 4.830, 1.295], [-3.889, 3.559, 1.036], [-3.259, 2.150, -0.403], [-1.561, 3.803, -1.222], [-1.832, 6.024, 0.302], [-3.832, 5.484, 2.060], [-4.656, 2.967, 1.504], [1.986, 1.954, 2.326], [1.656, 2.309, 3.604], [0.412, 2.880, 3.576], [-0.031, 2.873, 2.226], [0.964, 2.299, 1.480], [2.850, 1.512, 2.063], [2.332, 2.123, 4.420], [-0.125, 3.261, 4.429], [-0.969, 3.248, 1.849], [1.029, 2.104, 0.421]], "forces_ev_per_a": [[0.13, -0.32, 0.08], [-0.19, 0.55, 0.10], [0.18, -0.31, -0.25], [-0.17, -0.01, 0.20], [0.35, 0.11, -0.31], [-0.15, 0.27, -0.01], [-0.01, 0.07, 0.07], [-0.27, 0.01, 0.16], [0.11, 0.03, 0.14], [-0.01, 0.11, -0.35], [-0.30, 0.40, 0.15], [-0.10, -0.24, 0.11], [0.42, -1.01, -0.49], [-0.17, 0.51, 0.29], [0.09, -0.11, 0.13], [-0.10, -0.07, -0.40], [0.10, 0.16, 0.26], [-0.02, 0.16, 0.24], [-0.20, -0.18, -0.26], [0.06, -0.06, -0.02], [0.06, -0.08, 0.02], [0.13, -0.02, 0.11], [0.09, 0.02, -0.04], [-0.05, 0.11, -0.03], [0.08, 0.03, 0.06], [-0.04, 0.08, -0.01], [-0.02, 0.00, -0.02], [0.00, -0.01, 0.01], [-0.01, 0.08, -0.02], [-0.06, -0.04, -0.12], [0.06, -0.09, 0.02], [0.01, 0.01, 0.00], [0.00, 0.00, 0.01], [0.00, -0.01, 0.01], [0.03, -0.07, 0.07], [0.00, 0.01, -0.10], [0.00, 0.02, 0.00], [0.00, 0.00, 0.00], [0.00, 0.00, -0.01], [0.01, -0.01, 0.01], [-0.03, -0.06, 0.17], [0.00, -0.01, 0.00], [0.00, -0.01, 0.00], [0.00, 0.00, 0.00], [-0.02, -0.01, 0.02], [0.10, 0.00, -0.04], [-0.03, 0.00, -0.04], [-0.03, 0.01, -0.01], [0.03, 0.02, -0.01], [0.02, -0.03, 0.02], [-0.12, 0.10, 0.06], [0.00, 0.01, -0.01], [0.01, 0.00, 0.01], [0.00, 0.00, 0.00], [0.00, 0.00, 0.01], [-0.03, 0.01, -0.08], [0.01, -0.04, 0.01], [-0.01, -0.01, 0.00], [-0.04, -0.04, -0.02], [0.02, -0.09, -0.02], [0.04, 0.01, 0.08], [0.00, 0.01, 0.01], [-0.01, 0.00, 0.00], [0.02, 0.02, 0.01], [0.01, 0.05, -0.01]], "lowdin_charge": [0.20, -0.32, 0.09, -0.12, -0.24, 0.14, -0.01, 0.02, -0.08, 0.01, -0.33, 0.19, 0.05, -0.01, -0.42, 0.20, 0.09, -0.37, 0.15, 0.10, 0.07, 0.13, 0.13, 0.13, 0.14, 0.00, -0.13, -0.10, -0.11, -0.16, 0.14, 0.11, 0.09, 0.10, 0.10, 0.01, -0.14, -0.11, -0.11, -0.14, 0.10, 0.10, 0.09, 0.09, 0.09, 0.02, -0.15, -0.12, -0.11, -0.13, 0.10, 0.11, 0.09, 0.09, 0.11, 0.01, -0.14, -0.10, -0.09, -0.15, 0.11, 0.10, 0.09, 0.07, 0.10], "spin_multiplicity": 1, "smiles": "N#COc1c(N)ccc2c1C(=O)N(CC(=O)F)C2=O.c1cc[nH]c1.c1cc[nH]c1.c1cc[nH]c1.c1cc[nH]c1", "e_lumo_ev": -1.282, "e_homo_ev": -8.281, "molar_mass_g_mol": 531.55}